Below is one molecule with the formula C4H13N2P at a distorted geometry, with properties calculated with ωB97M-V/def2-TZVPD.

Positions of all 20 atoms, in Å:
C: 0.59401 -2.24444 0.93601
N: 1.40298 -1.14827 0.43829
N: 0.63608 0.12288 0.30716
C: 1.69017 0.98040 0.70518
P: -0.40439 1.19696 -1.11977
C: -1.56953 1.81590 0.18711
C: -1.41797 -0.00889 -1.96630
H: -0.32093 -2.44310 0.32310
H: 0.39631 -1.96687 1.96843
H: 1.12777 -3.20281 0.93572
H: 2.01905 -1.52396 -0.29817
H: 1.95025 0.67085 1.78847
H: 2.56644 0.71678 0.19737
H: 1.51023 2.01239 0.51073
H: -2.56585 1.86373 -0.17264
H: -1.55388 1.11405 0.93329
H: -1.42721 2.86552 0.69049
H: -1.26555 -0.98838 -1.42626
H: -2.41476 0.29666 -1.97551
H: -0.95323 -0.12938 -2.96272

Properties
**Gap between HOMO and LUMO**: 8.6 eV
**Total charge**: 0
**LUMO energy**: 1.0 eV
**HOMO**: -7.627 eV
**Energy above the lowest of the compared OMol25 structures with the same formula, charge and spin**: 3.048 eV

Below is a 2-piece molecular cluster, CH7N3O overall at a distorted geometry, with properties calculated with ωB97M-V/def2-TZVPD.

Positions of all 12 atoms, in Å:
N: -0.73227 0.86492 1.21225
C: -0.50522 0.48842 -0.05208
N: -1.39338 -0.30611 -0.85580
N: 0.44929 1.04812 -0.86986
H: -1.17416 0.28588 1.69172
H: -2.12841 -0.79555 -0.35227
H: -1.05296 -0.71835 -1.62468
H: 0.11388 1.26610 -1.88544
H: 1.17247 1.53566 -0.34593
O: 1.69666 -1.54121 0.63365
H: 2.13810 -1.94439 -0.03204
H: 2.12367 -1.47870 1.38576

Properties
**Gap between HOMO and LUMO**: 9.5 eV
**Total charge**: 0
**LUMO energy**: 0.9 eV
**HOMO**: -8.640 eV
**Energy above the lowest of the compared OMol25 structures with the same formula, charge and spin**: 2.691 eV

Below is a 20-piece molecular cluster, C80H160O36 overall at a distorted geometry, with properties calculated with ωB97M-V/def2-TZVPD.

Positions of all 276 atoms, in Å:
C: -2.32224 2.03973 0.39664
C: -1.84543 0.88977 1.26956
O: -1.04498 -0.00118 0.48518
C: 0.29263 0.19352 0.37922
O: 0.94582 0.99841 1.05849
O: 0.71139 -0.50737 -0.60881
C: 2.09259 -0.42916 -0.92700
H: -1.54524 2.68326 -0.01596
H: -2.98661 2.74336 0.89824
H: -2.90422 1.58417 -0.40452
H: -2.72602 0.33275 1.58956
H: -1.31305 1.18776 2.17281
H: 2.23576 0.63066 -1.13770
H: 2.16739 -1.06423 -1.80971
H: 2.78033 -0.82688 -0.18072
C: -4.52943 -7.54078 -2.64095
C: -4.81885 -6.05672 -2.69669
O: -4.31774 -5.35393 -1.57045
C: -4.36412 -4.04354 -1.54526
O: -4.62953 -3.28258 -2.44730
O: -4.11512 -3.66855 -0.28506
C: -4.03315 -2.23660 -0.07756
H: -5.21217 -8.04480 -1.95690
H: -3.53255 -7.87467 -2.35310
H: -4.64465 -7.87007 -3.67362
H: -5.88755 -5.91169 -2.85466
H: -4.38978 -5.70204 -3.63381
H: -3.96990 -1.98712 0.98161
H: -4.80633 -1.62588 -0.54375
H: -3.17515 -1.79001 -0.58007
C: 5.17236 -2.46238 -9.56813
C: 4.47032 -3.44710 -8.66179
O: 3.89508 -2.80856 -7.52685
C: 4.64361 -2.59739 -6.42897
O: 5.75815 -2.94731 -6.24645
O: 3.88743 -1.95909 -5.50303
C: 4.48996 -1.53546 -4.28791
H: 4.47232 -1.79555 -10.07148
H: 5.73971 -2.94506 -10.36390
H: 5.91178 -1.90225 -8.99577
H: 5.21605 -4.19755 -8.39946
H: 3.61647 -3.87740 -9.18514
H: 5.50635 -1.18944 -4.47587
H: 4.44418 -2.43320 -3.67142
H: 3.90324 -0.68603 -3.93816
C: -2.88742 1.50491 5.25686
C: -3.99312 0.44034 5.36875
O: -5.20675 1.02163 5.82065
C: -6.32883 0.41486 6.10839
O: -6.53073 -0.78976 6.29768
O: -7.26343 1.39194 6.22560
C: -8.61732 1.21530 6.71949
H: -1.90844 1.07919 5.03672
H: -2.93207 2.10873 6.16323
H: -3.13774 2.16724 4.42816
H: -3.71997 -0.36273 6.05327
H: -4.13201 -0.05642 4.40851
H: -8.55229 0.81129 7.72977
H: -9.15329 0.42291 6.19705
H: -9.25877 2.09625 6.74336
C: -0.18466 8.25439 2.93680
C: -0.74534 7.25335 1.92096
O: -0.44815 5.90832 2.25445
C: -1.21067 5.18325 3.07832
O: -2.23703 5.55091 3.64831
O: -0.67006 3.94563 3.28080
C: 0.57726 3.46947 2.75585
H: -0.39293 7.86930 3.93502
H: -0.60539 9.25855 2.98941
H: 0.88868 8.40909 2.82679
H: -0.43591 7.44310 0.89317
H: -1.81770 7.38025 1.77250
H: 1.35829 4.21815 2.88842
H: 0.39979 3.30973 1.69233
H: 0.83863 2.55568 3.28950
C: 0.89907 1.67805 7.15384
C: -0.10595 0.73809 7.94785
O: -0.33666 1.28935 9.22655
C: -1.43508 2.07991 9.33815
O: -2.13764 2.51151 8.39508
O: -1.71971 2.17829 10.61242
C: -3.07244 2.49738 10.98832
H: 0.45815 2.65018 6.93326
H: 1.15885 1.21402 6.20237
H: 1.73973 1.96163 7.78706
H: 0.29642 -0.23675 8.22328
H: -0.89562 0.47109 7.24555
H: -2.99037 2.46976 12.07487
H: -3.70040 1.65608 10.69508
H: -3.57704 3.36916 10.57182
C: 4.41861 2.19942 0.60125
C: 4.34102 3.73523 0.54063
O: 3.10023 4.06820 -0.11679
C: 2.68374 5.33787 -0.04689
O: 3.09503 6.16210 0.78428
O: 1.53528 5.50226 -0.83534
C: 0.79470 4.53946 -1.48469
H: 4.79205 1.80669 -0.34448
H: 3.44098 1.79087 0.85702
H: 5.09311 1.83219 1.37474
H: 5.23350 4.06563 0.00921
H: 4.30411 3.96365 1.60579
H: 1.31408 4.24926 -2.39799
H: -0.19730 4.88678 -1.77348
H: 0.46792 3.67621 -0.90492
C: 6.90307 -6.24119 -3.00651
C: 5.85634 -5.38564 -3.66541
O: 5.02529 -6.21095 -4.49985
C: 3.75465 -5.91335 -4.87764
O: 3.08603 -4.97441 -4.48396
O: 3.38187 -6.82542 -5.88608
C: 2.25729 -6.46371 -6.67930
H: 7.65682 -6.54813 -3.73160
H: 6.52705 -7.11790 -2.47918
H: 7.42991 -5.76371 -2.18034
H: 6.20706 -4.57070 -4.29863
H: 5.15824 -4.95483 -2.94767
H: 2.18207 -7.03084 -7.60710
H: 2.35132 -5.42873 -7.00807
H: 1.33755 -6.42265 -6.09578
C: 5.59966 -3.25091 0.07252
C: 5.94666 -1.87583 -0.61234
C: 7.35886 -1.56156 -0.03486
O: 7.51865 -2.42703 1.11283
C: 6.87750 -3.64493 0.78908
H: 5.38629 -4.00264 -0.68740
H: 4.82452 -3.11553 0.82681
H: 5.22667 -1.12688 -0.28251
H: 5.94231 -2.03847 -1.69012
H: 7.41980 -0.54985 0.36616
H: 8.19466 -1.76081 -0.70557
H: 6.69937 -4.21680 1.69977
H: 7.64474 -4.15262 0.20454
C: -0.56732 -2.29174 -4.08184
C: 0.27504 -2.80480 -5.21766
C: -0.71986 -2.87321 -6.32335
O: -1.88321 -3.44916 -5.70876
C: -1.90297 -2.98075 -4.36723
H: -0.79803 -1.22683 -4.11056
H: -0.14665 -2.47291 -3.09273
H: 0.62564 -3.82977 -5.09664
H: 1.13409 -2.16604 -5.42282
H: -0.46662 -3.45573 -7.20915
H: -0.95901 -1.84325 -6.58807
H: -2.00914 -3.89643 -3.78553
H: -2.77430 -2.35708 -4.16745
C: -0.37842 -3.00674 3.84953
C: -0.29313 -3.42276 5.27200
C: 0.85148 -2.62029 5.84114
O: 0.68262 -1.33400 5.25970
C: 0.20556 -1.54734 3.92117
H: -1.42831 -3.07406 3.56443
H: 0.18572 -3.67627 3.20023
H: -0.17357 -4.48881 5.46526
H: -1.16350 -3.12959 5.85903
H: 1.82287 -3.08380 5.66889
H: 0.76540 -2.63277 6.92767
H: 1.03872 -1.55488 3.21840
H: -0.50720 -0.81249 3.54694
C: -6.03752 6.11112 -0.01478
C: -4.88270 5.22598 0.51792
C: -5.10601 5.11557 1.95189
O: -6.47616 5.36358 2.13110
C: -6.92544 6.30076 1.22317
H: -6.66911 5.64920 -0.77362
H: -5.61271 7.01294 -0.45562
H: -3.90125 5.63046 0.27046
H: -4.85703 4.25106 0.03112
H: -4.64560 5.92806 2.51401
H: -4.73704 4.25883 2.51576
H: -6.84391 7.27556 1.70403
H: -8.00217 6.20599 1.08255
C: 5.44016 -0.79423 3.82270
C: 4.11630 -0.47558 3.28350
C: 3.59653 0.67839 4.14467
O: 4.70243 0.92922 5.02058
C: 5.85433 0.52521 4.30047
H: 6.08564 -1.23750 3.06444
H: 5.29766 -1.45091 4.68094
H: 3.35009 -1.25082 3.28189
H: 4.13441 -0.13161 2.24936
H: 2.66301 0.34256 4.59618
H: 3.38489 1.62899 3.65513
H: 6.73559 0.51801 4.94190
H: 6.27352 1.16463 3.52360
C: -5.03362 2.42619 -3.20955
C: -5.09798 1.25768 -4.13126
C: -4.80411 0.10623 -3.16646
O: -5.29064 0.55031 -1.88201
C: -5.66352 1.86604 -1.97031
H: -5.63039 3.28709 -3.51096
H: -4.02450 2.81733 -3.08005
H: -4.32934 1.28524 -4.90361
H: -6.09484 1.18031 -4.56527
H: -3.73378 -0.07561 -3.06936
H: -5.23492 -0.81764 -3.55242
H: -5.49673 2.33170 -0.99900
H: -6.75167 1.90421 -2.02090
C: -0.41671 -5.62901 -1.76233
C: -0.95281 -5.13228 -0.43417
C: 0.24498 -5.16361 0.47697
O: 1.37272 -5.58917 -0.32350
C: 1.08247 -5.57609 -1.67431
H: -0.88520 -5.11653 -2.60256
H: -0.73711 -6.65965 -1.91474
H: -1.85023 -5.67565 -0.13836
H: -1.24088 -4.08976 -0.56931
H: -0.08260 -5.87037 1.23939
H: 0.39319 -4.16787 0.89483
H: 1.61766 -6.36129 -2.20832
H: 1.35580 -4.66785 -2.21141
C: -0.94667 1.99002 -4.31309
C: 0.22009 1.63082 -5.30969
C: 1.36805 1.32262 -4.36977
O: 0.87836 1.44218 -3.02925
C: -0.54775 1.52672 -2.98520
H: -1.89471 1.55295 -4.62661
H: -1.01963 3.07388 -4.22355
H: 0.35348 2.48887 -5.96851
H: 0.09681 0.78214 -5.98247
H: 2.31765 1.85064 -4.45666
H: 1.57733 0.25519 -4.43971
H: -0.97234 2.14302 -2.19273
H: -0.99645 0.56108 -2.75217
C: -5.95407 -0.01026 2.16607
C: -5.61492 1.41975 2.13209
C: -6.97279 2.13845 2.01082
O: -7.82143 1.05709 1.45271
C: -6.98128 -0.08966 1.08718
H: -6.50431 -0.31067 3.05775
H: -5.08741 -0.61964 1.90982
H: -4.97115 1.64378 1.28153
H: -5.05244 1.75139 3.00487
H: -6.97481 2.96997 1.30608
H: -7.27430 2.48153 3.00051
H: -6.56769 0.05248 0.08875
H: -7.59437 -0.99018 1.05167
C: 4.80439 -5.54027 3.57408
C: 3.39643 -4.90696 3.76494
C: 2.44061 -6.08737 3.69863
O: 3.32960 -7.23718 3.66663
C: 4.64975 -6.92891 4.13802
H: 5.58892 -4.96438 4.06496
H: 5.02313 -5.65870 2.51284
H: 3.12587 -4.11635 3.06506
H: 3.24811 -4.45944 4.74770
H: 1.80833 -5.95394 2.82083
H: 1.90974 -6.26487 4.63393
H: 5.44314 -7.59718 3.80328
H: 4.68278 -6.96826 5.22680
C: -3.87123 7.47035 -4.82239
C: -2.88236 6.32953 -4.73578
C: -3.06602 5.88025 -3.31579
O: -4.23470 6.51561 -2.77920
C: -4.97256 7.00521 -3.85022
H: -4.38767 7.76614 -5.73556
H: -3.39848 8.40823 -4.53087
H: -1.85898 6.62573 -4.96609
H: -3.21673 5.56225 -5.43405
H: -2.27364 6.20344 -2.64066
H: -3.23931 4.80573 -3.25669
H: -5.49100 7.93647 -3.62201
H: -5.65504 6.27748 -4.28923
C: 5.73181 2.06418 -2.96317
C: 6.87261 2.69018 -2.17358
C: 6.61789 4.17860 -2.42101
O: 5.14127 4.31607 -2.43259
C: 4.66985 3.14438 -3.01201
H: 5.32881 1.13880 -2.55164
H: 6.09924 1.74671 -3.93905
H: 7.84753 2.37517 -2.54558
H: 6.78137 2.50829 -1.10275
H: 6.93799 4.50857 -3.40932
H: 7.11781 4.73005 -1.62472
H: 4.33040 3.42992 -4.00767
H: 3.80367 2.86411 -2.41259

Properties
**Gap between HOMO and LUMO**: 9.2 eV
**Total charge**: 0
**LUMO energy**: 0.3 eV
**HOMO**: -8.889 eV

Below is one molecule with the formula C18H15ClN6O3S at a distorted geometry, with properties calculated with ωB97M-V/def2-TZVPD.

Positions of all 44 atoms, in Å:
C: 0.91053 2.26175 -4.26752
N: 0.56308 2.69365 -2.92390
C: 0.10822 1.72536 -2.03133
O: 0.01965 0.54529 -2.32771
C: -0.21244 2.31039 -0.76857
C: -0.07533 3.66187 -0.49960
N: -0.47178 3.93439 0.76496
C: -0.85877 2.77519 1.25106
N: -0.71595 1.75658 0.38401
C: -1.09461 0.37886 0.48352
C: -2.12963 0.08377 -0.59896
O: -2.79908 0.93849 -1.12148
N: -2.27395 -1.23140 -0.95719
C: -1.65672 -2.34227 -0.45775
N: -0.93586 -2.40910 0.60223
C: -0.50322 -3.68254 0.85528
C: 0.34403 -3.89573 2.02657
C: 1.18542 -2.85688 2.42860
C: 2.01402 -2.98467 3.52478
C: 2.01632 -4.16216 4.25460
C: 1.17915 -5.19991 3.88759
C: 0.34985 -5.06709 2.78551
Cl: -0.71155 -6.38283 2.42017
C: -0.91031 -4.60709 -0.06164
S: -1.87552 -3.88130 -1.28726
N: 0.39599 4.52745 -1.43491
C: 0.52621 5.93510 -1.12902
C: 0.71875 4.05683 -2.69103
O: 1.12898 4.79196 -3.56218
H: 1.95151 2.50662 -4.47683
H: 0.27988 2.77253 -4.99460
H: 0.75365 1.18689 -4.31675
H: -1.23939 2.64844 2.24496
H: -1.51535 0.16717 1.46894
H: -0.22673 -0.26615 0.32291
H: -2.88586 -1.37777 -1.75224
H: 1.17587 -1.94561 1.85174
H: 2.65867 -2.16762 3.81048
H: 2.66175 -4.27356 5.11213
H: 1.15940 -6.11679 4.45579
H: -0.68532 -5.65130 -0.11232
H: 1.30544 6.08190 -0.38063
H: 0.78890 6.45395 -2.04863
H: -0.41792 6.30734 -0.73382

Properties
**Gap between HOMO and LUMO**: 8.8 eV
**Total charge**: 0
**LUMO energy**: 0.3 eV
**HOMO**: -8.408 eV